Entry from OMol25: 17 unconnected molecules or ions with the total composition C92H204N17O21 at a distorted geometry (ωB97M-V/def2-TZVPD).

XYZ file:
```
334
Properties=species:S:1:pos:R:3
O -1.42229 -5.36999 -2.20406
O 3.56579 1.68695 -2.55876
O 1.14404 4.14157 4.24572
O 1.11837 2.35632 5.37414
O -2.30600 -1.26151 2.46238
O -3.53696 0.27823 -1.01327
O 0.47913 4.12501 6.35754
O -2.69986 1.94034 -2.14944
O -4.70979 2.03619 -1.40826
O -2.66524 5.70389 0.93467
O 2.70597 -4.70315 0.11844
O 4.46953 -5.92577 0.07752
O -2.62037 7.85412 1.20451
O -0.88045 -4.62402 -4.18050
O 3.86479 -5.07715 1.95942
O 4.24940 0.88710 -0.68898
O -4.36714 -1.06299 3.03124
O -2.89429 0.42803 3.69682
O 4.46781 -0.29881 -2.49123
O -2.19540 -6.35178 -3.91405
O -3.88549 6.67942 2.45498
N -5.21797 2.90696 3.87259
N 0.90908 3.59855 5.36240
N 0.73891 -8.10232 -1.71244
N -1.52086 -5.44507 -3.41226
N -0.41081 -0.31408 6.88700
N -3.67667 1.36562 -1.55245
N 6.57647 3.47883 -3.87787
N 5.72699 -2.74888 -0.00557
N -3.04454 6.71199 1.51460
N -3.20754 -0.66854 3.07461
N -2.98169 6.58104 -2.34364
N -4.40817 -2.91915 -0.87149
N -1.67716 -3.33324 -6.97174
N 4.08649 0.75932 -1.89039
N 3.64154 -5.22289 0.76290
N -0.09836 7.19053 4.15888
N 0.15343 0.94453 -0.13635
C 0.35635 -1.87717 5.17380
C -1.14748 -1.15123 -5.91505
C 0.78957 -2.57908 -1.43396
C 1.32033 -6.84598 -2.25584
C -5.45058 -6.59401 -1.17524
C -0.28113 -0.53702 5.37346
C -0.62036 2.51374 1.43002
C -1.05510 -2.95200 -9.32577
C 2.63713 -10.87811 0.22620
C 6.04576 3.53037 -2.47571
C 7.03833 1.12174 -3.74969
C -4.04098 8.84946 -2.25416
C -3.44857 -2.38964 8.12508
C -1.15763 -1.40223 7.69884
C 4.70761 -2.18110 0.94975
C -0.22098 -5.74504 0.77866
C -1.14966 1.03815 7.08819
C -2.95509 6.23686 6.51304
C -2.30207 -4.71281 -6.79924
C -0.55459 8.53183 3.65748
C 1.07615 7.36098 5.13847
C -0.16986 -3.57498 -7.20402
C 5.63846 6.72334 -3.61312
C -5.40969 2.19888 1.59501
C 6.55499 -3.82510 0.70182
C -4.97713 -1.96136 -1.85917
C 0.57886 -8.34238 -4.14973
C -2.07329 -2.34216 -5.90875
C -0.11397 -8.67103 -2.87013
C 6.18073 -3.32430 -2.37366
C -2.60182 -2.28963 -2.35000
C -0.18369 0.74363 -4.68843
C 6.11852 2.11404 -4.44725
C 0.37876 1.88366 -1.27106
C 6.40740 3.87209 0.02657
C 0.41731 8.97694 2.62158
C 0.38183 6.53601 2.84429
C 6.57186 -1.65574 -0.63287
C -4.05503 2.91929 1.72940
C 7.12344 -2.17379 -1.93066
C -5.74426 1.83242 3.04520
C 6.87811 4.25507 -1.42126
C 1.62439 -3.57077 3.67618
C 8.34603 1.88776 -3.36424
C -0.04033 -0.42349 -0.63591
C 3.43835 -11.66610 -0.82727
C -1.84419 4.53365 -1.90059
C -2.46198 -1.86870 7.11129
C 1.91140 -8.97747 -1.33048
C -1.76149 7.06700 5.97663
C 0.24587 -7.22605 0.67206
C -4.84208 -4.23633 -1.37908
C -0.06844 -3.88593 -8.67740
C 1.53861 -10.16157 -0.42386
C -2.22804 -2.77083 -8.30822
C 1.63572 -7.19139 -3.69801
C 0.78136 1.03416 8.62640
C -5.99557 1.33980 7.38447
C 1.03396 7.68598 2.05792
C 1.19407 -1.15527 -1.08039
C 0.68335 -2.28025 3.68043
C -4.46455 -5.54830 -0.62489
C -6.27964 2.04464 6.03565
C -0.60573 1.63769 8.36583
C 0.90421 2.34671 1.57552
C 5.28452 -1.47068 2.16308
C 5.07796 -3.35960 -1.27187
C 1.22876 1.03237 0.91300
C -0.85150 5.68225 -1.73779
C -1.71741 6.91295 -1.61452
C -3.88319 3.26751 3.21265
C -3.20386 5.10568 -2.12763
C -5.00538 9.68524 -1.49621
C -2.97016 -2.73018 -0.91836
C -4.22621 7.40290 -1.88856
C -4.02758 -6.27144 -6.60969
C 8.05997 3.29237 -3.86779
C -1.48427 0.15423 -5.25070
C 6.98964 2.63656 0.70310
C -2.89879 6.78598 -3.81161
C 0.94885 -0.07466 7.53352
C -0.29560 -7.91830 -0.57587
C -3.75154 -4.77773 -6.43263
C -1.08451 1.37480 0.57077
C -4.82412 -2.71466 0.55332
C 6.11890 4.53310 -4.86347
C 6.60195 5.95531 -4.50592
C -1.16869 6.38196 4.78205
C -6.09558 4.16267 3.88555
C 4.07380 -1.00774 3.03702
C -4.96056 2.40996 5.28261
C -3.90437 -1.79799 -2.99548
H -2.90715 -3.08160 8.82844
H 3.87094 -1.63916 3.87170
H -5.86773 -3.00656 0.64764
H 7.03222 -4.41644 -0.01799
H 6.25306 2.11313 -5.61148
H -5.92075 -4.14923 -1.46928
H -0.80744 -0.38982 -1.38753
H -1.91729 3.81557 -1.11323
H -3.59281 -6.85394 -5.78911
H -3.58812 -6.64551 -7.52553
H 4.42594 -11.74459 -0.42328
H -0.82625 1.63154 6.19945
H 4.16141 -2.68339 -1.48869
H -0.72349 -8.93160 -0.35997
H 6.62338 0.66760 -2.84584
H -2.18857 -2.96168 -4.98814
H 3.57929 -11.12387 -1.80646
H -4.28446 3.15495 5.90128
H 2.25808 -11.62108 0.95582
H -3.11628 2.62580 3.70913
H 5.88413 -2.17929 2.64611
H 8.43991 1.78457 -2.29771
H -3.69758 4.66886 -2.96551
H 5.82086 -0.60502 1.89747
H -5.39562 1.26318 0.95741
H -0.19951 -2.56089 3.05229
H -0.17691 -7.95431 -4.90215
H -3.92347 3.82878 1.09376
H -1.09256 -7.20034 -0.96032
H -2.23148 0.93614 7.17263
H 7.12373 -1.32791 -2.64677
H 0.24196 -4.21519 -6.42549
H -0.64406 9.17059 4.51056
H 2.59331 -8.29279 -0.79184
H 0.32559 0.31404 4.92570
H 2.34217 -9.29537 -2.24877
H 1.91269 7.89200 4.66416
H 5.72013 -3.00697 -3.32923
H 5.91833 2.53421 -2.10157
H 3.30233 -10.22094 0.80525
H -4.20594 7.17370 -0.82770
H -1.26207 -0.90713 8.66544
H -6.85421 2.94803 6.29115
H -3.46755 6.83869 7.28899
H -6.04489 9.66977 -1.91489
H -0.34011 1.76680 -4.34606
H -6.68143 0.50300 7.67793
H 5.14548 4.16155 -2.52650
H 0.71623 7.96029 5.95612
H -2.72966 5.31645 7.01413
H 2.96280 -12.63663 -1.04990
H 7.59618 5.99227 -3.96340
H 5.50045 6.24903 -2.65237
H -5.97425 -2.32927 -2.16311
H 5.91651 -4.50979 1.26280
H 4.43836 -0.09174 3.51905
H -6.01562 1.96413 8.29224
H -4.11713 -3.28816 1.13344
H -0.20752 5.66560 -2.61285
H -2.99223 9.14554 -2.00854
H 7.13006 0.30140 -4.41665
H -1.87498 1.46990 -0.19604
H -6.45929 -6.19711 -1.09553
H -0.26087 -1.41511 -5.46364
H 1.51937 -3.33526 -1.25653
H -1.90257 6.30352 4.01784
H -1.85892 -1.50086 -2.42114
H 6.69189 6.56801 -5.43319
H -0.54338 -1.97330 -9.49961
H -1.31848 7.83799 -2.04467
H -1.36467 -3.23721 -10.31083
H -3.65576 6.02044 5.73837
H 6.39277 2.58818 1.63581
H -2.22794 8.04648 5.76458
H -0.57084 6.17614 2.40411
H -2.89699 -1.05698 6.52608
H -5.12828 -6.47695 -6.70544
H -0.47056 -2.25794 7.84990
H 1.40136 2.49334 2.55785
H 4.17922 -1.45663 0.38359
H 9.19215 1.49613 -3.82373
H 1.53952 0.28034 6.64736
H 5.03391 2.00200 -4.18820
H -5.41531 -6.84884 -2.16879
H 8.41414 3.40346 -4.94730
H -2.17791 6.12820 -4.23474
H 8.17486 -2.51188 -1.83601
H -6.16055 2.80005 1.07005
H -3.05752 -2.07836 -6.26614
H -5.85809 4.83708 4.70102
H -1.29210 1.54794 9.20492
H -0.27524 -5.25266 -0.18449
H 6.34266 4.23569 -5.84074
H -4.41905 -4.28099 -2.40956
H 0.70783 0.86653 -5.42927
H 0.12398 0.19915 -3.82365
H -4.79066 10.76947 -1.67143
H -0.09788 -2.91544 -0.81077
H 1.02600 -10.95919 -0.99422
H -1.57702 8.39266 3.20466
H 2.21112 -6.63740 -1.65094
H -5.05725 6.92086 -2.34079
H 4.72463 7.00465 -4.11265
H 2.41307 -3.49689 4.41301
H -1.56937 3.99530 -2.78911
H -5.22602 0.97091 3.37314
H 1.54785 -6.32137 -4.32736
H 0.03524 9.68616 1.91681
H -4.33281 -2.32597 -3.82301
H -0.31243 -9.81160 -2.64233
H -0.93185 3.43237 0.96161
H 1.35862 3.15141 1.00522
H 0.80886 7.55197 0.99753
H -3.84575 -0.73584 -3.33394
H 2.64740 -7.55941 -3.87099
H 1.00814 -4.46426 3.68580
H -1.73685 -5.20091 -6.02801
H 1.95195 -1.15208 -0.26152
H -4.72569 -1.68079 0.87224
H -4.23099 -2.97751 7.62031
H 0.86080 -9.73701 0.24645
H -0.46788 2.69652 8.16115
H -3.95930 6.63076 -4.15946
H -0.28635 -4.95195 -8.88666
H -4.37471 1.46831 5.26169
H 1.31063 -1.85498 5.67857
H -1.01141 7.19581 6.79648
H 6.83221 5.41401 -1.45126
H 5.04105 4.56884 -4.71727
H 2.08212 7.55604 2.23750
H -3.87569 4.97225 -1.25046
H -4.65723 -5.54927 0.45968
H -1.30484 -0.49440 4.95373
H -3.68235 4.34643 3.40712
H 1.18254 0.18793 1.65977
H 6.53765 4.74496 0.61857
H -2.23223 -3.16522 -2.96443
H -4.12533 8.97263 -3.32829
H 1.27312 9.52904 3.06161
H 1.30216 6.34228 5.44724
H -6.89700 1.31982 5.46593
H -2.18065 -5.16048 -7.77999
H -2.68709 -2.11608 -0.06542
H 7.26162 -3.31218 1.34846
H 4.74002 -4.38806 -0.94735
H -0.19009 5.49055 -0.88639
H 1.48604 -0.96641 7.91443
H -2.62678 7.82915 -4.02027
H 6.12197 7.63548 -3.28685
H -7.12037 3.78213 4.04016
H -2.29674 -1.72388 -8.13704
H -2.13224 -0.11669 -4.43765
H -5.15519 -1.01578 -1.29451
H 6.92867 1.80412 -0.03192
H -0.41264 -1.03706 0.21747
H -0.86553 -0.88251 -6.96855
H 0.65388 -6.01661 -2.18465
H 1.05500 -9.13730 -4.67366
H -4.44394 -4.21765 -7.07120
H 8.47062 4.11315 -3.30038
H -3.92331 -4.43527 -5.38314
H -4.96123 9.43784 -0.44824
H 7.31913 -1.41355 0.16839
H 1.66861 -0.69989 -1.91650
H -0.34369 -2.51192 5.67291
H -0.47684 1.77194 -1.98146
H -3.41919 -5.81800 -0.76099
H -5.87642 4.63393 2.92232
H -3.25893 2.25071 1.41798
H 8.04655 2.69059 0.94118
H -0.77614 5.41253 4.93087
H 0.11913 -7.80477 1.54623
H 3.17950 -0.66258 2.49687
H 0.33745 -2.65600 -2.47528
H 0.41429 2.94783 -0.95964
H 1.02808 5.70414 3.05708
H 7.93360 4.08186 -1.48151
H 1.53655 1.82676 8.41772
H 5.34078 3.78431 -0.14241
H -5.43825 -7.56622 -0.62784
H 1.34440 -7.23242 0.49979
H -6.84307 1.68420 3.12744
H 1.35269 1.76068 -1.74973
H -1.88814 7.10817 -0.59317
H 0.93920 -3.68504 -9.04416
H -4.97856 0.93626 7.35116
H 0.94244 0.64507 9.56563
H 5.84211 -0.82436 -0.71358
H 6.69539 -4.25153 -2.56749
H -2.55548 -3.73087 -0.68432
H -1.44906 0.58609 1.22962
H 4.09572 -3.03747 1.31821
H 2.18302 -3.54690 2.77076
H -1.22022 -5.73463 1.17633
H -3.19835 -3.23743 -8.57611
H -2.30914 -2.61367 6.32708
H 0.40781 -5.09563 1.42749
H -1.05022 -8.10966 -2.80696
H -4.01519 -1.67741 8.69348
H -1.27590 2.50293 2.31794
H -2.10835 0.81334 -5.85293
H 0.24212 -2.55442 -7.07410
H 2.24923 0.93885 0.46214
H 1.19374 -1.34523 3.23061
```

Computed properties:
Net charge: +3
Kohn-Sham gap, eV: 8.70
Lowest unoccupied orbital energy, eV: -4.25
HOMO level, eV: -13.0
Electronic energy, Ha: -6136.9070